1.
{
  "formula": "C3H3FN2S2",
  "method": "ωB97M-V/def2-TZVPD",
  "species": ["F", "C", "C", "C", "S", "N", "S", "N", "H", "H", "H"],
  "xyz": [[-2.95694, 1.30804, -0.32657], [-1.73753, 0.70150, -0.27074], [-1.45086, -0.72215, -0.20467], [-0.10812, -0.67689, -0.25394], [0.99575, -1.99177, 0.53288], [0.35538, 0.67432, 0.09785], [2.06379, 0.80349, -0.21594], [-0.74387, 1.49525, -0.08644], [-1.98447, -1.63063, -0.18435], [-0.25743, -2.73363, 1.06160], [2.40002, 0.60262, 1.28701]],
  "nbo_charge": [-0.306, 0.538, -0.391, 0.069, -0.040, -0.374, 0.210, -0.274, 0.253, 0.155, 0.161],
  "orbital_gap_ev": 9.328,
  "e_lumo_ev": 0.044,
  "homo_ev": -9.28,
  "smiles": "Fc1cc(S)n(S)n1",
  "de_lowest_kcal_mol": 50.4,
  "multiplicity": 1
}

2.
{
  "formula": "C6H8FN3O5",
  "method": "ωB97M-V/def2-TZVPD",
  "species": ["C", "N", "C", "O", "O", "N", "O", "C", "F", "C", "O", "H", "H", "H", "C", "N", "C", "O", "H", "H", "H", "H", "H"],
  "xyz": [[-2.36179, 0.16198, -1.92575], [-1.08155, -0.21523, -1.33646], [-0.93930, -1.30928, -0.54834], [-1.76284, -2.10529, -0.16630], [0.31262, -1.69250, -0.23929], [1.45311, -1.00076, -0.49966], [2.52343, -1.55820, -0.13938], [1.32894, 0.18378, -1.11660], [2.43071, 0.83483, -1.44998], [-0.02203, 0.67970, -1.57452], [-0.14270, 1.72214, -2.14711], [-2.83030, 0.97246, -1.35915], [-2.26618, 0.50317, -3.07174], [-2.92534, -0.72506, -1.84592], [-0.62994, 0.50221, 2.26309], [0.52647, 1.02521, 1.54673], [1.61080, 0.41512, 1.73450], [2.71769, 0.83891, 1.14270], [-0.71787, -0.41422, 2.81021], [-0.87148, 1.24280, 3.07714], [-1.35031, 0.35113, 1.50955], [1.68866, -0.51610, 2.26661], [3.30918, 0.10317, 1.06966]],
  "nbo_charge": [-0.415, -0.472, 0.880, -0.553, -0.322, 0.336, -0.465, 0.443, -0.245, 0.618, -0.505, 0.224, 0.239, 0.234, -0.452, -0.494, 0.386, -0.664, 0.191, 0.210, 0.186, 0.142, 0.500],
  "orbital_gap_ev": [9.091, 9.090],
  "e_lumo_ev": [-0.718, -0.718],
  "homo_ev": [-9.81, -9.81],
  "smiles": "Cn1c(=O)o[n+]([O-])c(F)c1=O.C/N=C/O",
  "de_lowest_kcal_mol": 33.4,
  "multiplicity": 1
}

3.
{
  "formula": "H5NO2",
  "method": "ωB97M-V/def2-TZVPD",
  "species": ["O", "O", "H", "H", "N", "H", "H", "H"],
  "xyz": [[0.36236, -0.80397, 0.17286], [0.49102, -1.48124, 1.37725], [-0.52091, -0.38671, 0.15600], [1.45822, -1.47711, 1.36105], [-0.71696, 2.09641, -1.36045], [-1.36650, 1.87037, -0.60270], [-1.27614, 2.35142, -2.27110], [-0.10307, 1.24882, -1.52099]],
  "nbo_charge": [-0.480, -0.441, 0.458, 0.462, -1.094, 0.355, 0.372, 0.368],
  "orbital_gap_ev": 10.904,
  "e_lumo_ev": 0.876,
  "homo_ev": -10.03,
  "smiles": "OO.N",
  "de_lowest_kcal_mol": 35.1,
  "multiplicity": 1
}

4.
{
  "formula": "C23H31FeN4O5S",
  "method": "ωB97M-V/def2-TZVPD",
  "species": ["Fe", "O", "C", "C", "C", "C", "C", "C", "C", "N", "C", "C", "N", "C", "C", "C", "C", "C", "C", "C", "O", "H", "H", "H", "H", "H", "H", "H", "H", "H", "H", "H", "H", "H", "H", "C", "S", "O", "O", "O", "H", "H", "H", "C", "C", "N", "C", "C", "C", "C", "N", "H", "H", "H", "H", "H", "H", "H", "H", "H", "H", "H", "H", "H", "H"],
  "xyz": [[0.07680, 0.55267, -0.04369], [1.36760, -0.84395, -0.26804], [2.52375, -1.05191, 0.29626], [3.60820, -1.37603, -0.55185], [4.87695, -1.58016, -0.06279], [5.14739, -1.49470, 1.30836], [4.09909, -1.23180, 2.16080], [2.79838, -1.01097, 1.68838], [1.72729, -0.82281, 2.64332], [0.56354, -0.52651, 2.25362], [-0.56607, -0.43312, 3.13313], [-1.57771, 0.39136, 2.34667], [-1.52027, -0.06008, 0.95210], [-2.45781, -0.81363, 0.51721], [-2.58583, -1.33024, -0.81457], [-3.70518, -2.11624, -1.13695], [-3.92703, -2.54660, -2.42035], [-3.01319, -2.17165, -3.41902], [-1.91342, -1.40119, -3.13681], [-1.65666, -0.95835, -1.81749], [-0.60154, -0.24766, -1.59326], [3.39933, -1.42948, -1.61268], [5.68008, -1.80663, -0.75427], [6.14748, -1.65246, 1.68776], [4.26586, -1.19238, 3.23258], [1.96193, -0.98202, 3.70557], [-0.34426, 0.01444, 4.10868], [-0.98108, -1.43314, 3.30152], [-1.29699, 1.44546, 2.36108], [-2.59090, 0.28864, 2.74302], [-3.25739, -1.07450, 1.21489], [-4.39876, -2.37721, -0.34440], [-4.78626, -3.15628, -2.66132], [-3.17822, -2.49786, -4.43891], [-1.20726, -1.11560, -3.90483], [3.75552, 2.07320, 0.16504], [2.03463, 2.44450, -0.02190], [1.91089, 3.88203, -0.02854], [1.28846, 1.81162, 1.11397], [1.52851, 1.74559, -1.22253], [4.21777, 2.90424, 0.69036], [4.17025, 1.96916, -0.83496], [3.87126, 1.14344, 0.71437], [-3.89257, 5.33634, -2.06196], [-3.69550, 4.73247, -0.67731], [-2.37201, 4.15819, -0.45368], [-1.27338, 5.10691, -0.25034], [-0.41688, 5.29125, -1.49700], [-2.13216, 2.82650, -0.54132], [-3.22392, 1.95093, -1.07615], [-0.99131, 2.31609, -0.20318], [-4.92465, 5.66893, -2.17979], [-3.67264, 4.60940, -2.84494], [-3.24404, 6.19909, -2.21271], [-4.45048, 3.97495, -0.48206], [-3.84080, 5.50403, 0.08230], [-0.64742, 4.79416, 0.58952], [-1.72821, 6.05074, 0.05098], [0.00365, 4.34082, -1.82289], [0.42106, 5.95157, -1.27703], [-1.00227, 5.71705, -2.31193], [-3.76108, 2.44330, -1.88353], [-3.94070, 1.69245, -0.29379], [-2.79408, 1.03545, -1.46179], [-0.36258, 3.02913, 0.15172]],
  "mulliken_spin": [1.029, -0.021, 0.005, -0.002, -0.002, 0.001, -0.002, -0.005, 0.006, 0.036, 0.008, 0.000, -0.012, -0.013, 0.017, 0.000, 0.003, 0.000, 0.000, -0.006, -0.027, 0.000, 0.000, 0.000, 0.000, 0.003, 0.001, 0.000, 0.000, -0.001, -0.003, 0.000, 0.000, 0.000, 0.000, 0.000, -0.001, -0.002, 0.004, -0.011, 0.000, 0.000, 0.000, 0.000, -0.001, 0.003, 0.000, 0.000, 0.005, 0.001, -0.016, 0.000, 0.000, 0.000, 0.000, 0.000, 0.000, 0.000, 0.000, 0.000, 0.000, 0.000, 0.001, 0.000, 0.001],
  "orbital_gap_ev": [7.455, 7.370],
  "e_lumo_ev": [0.082, -0.003],
  "homo_ev": [-7.37, -7.37],
  "de_lowest_kcal_mol": 0.0,
  "multiplicity": 2
}